[1]
93
Properties=species:S:1:pos:R:3:forces:R:3:mulliken_charge:R:1 method="wB97M-V/def2-TZVPD" charge=+4 mol_weight_g_mol=884.92 spin_multiplicity=1 e_lumo_ev="-14.424 / -13.975" homo_energy_ev="-18.19 / -18.17"
Pb 0.4048 1.4378 1.0093 0.967 0.129 -0.265 1.95
C -0.2305 6.4520 1.7064 -0.290 0.200 -0.535 -1.07
N 0.4496 5.6747 2.7192 0.001 -0.647 -0.056 0.10
C 0.8309 6.4389 3.8847 0.390 0.457 0.519 -1.05
C 0.7027 4.3905 2.5296 0.062 0.340 0.135 0.95
O 0.4109 3.8160 1.4560 0.007 -0.553 -0.145 -0.70
C 1.3291 3.5975 3.6781 -0.107 0.124 0.210 -1.12
O 1.6600 2.2847 3.2554 -0.077 0.003 -0.525 -0.30
C 2.9941 1.8695 3.5151 0.256 -0.110 0.213 -0.83
C 3.4780 0.9462 2.4040 0.462 0.071 0.072 0.71
O 2.7001 0.6130 1.4942 -0.535 0.037 -0.069 -0.71
N 4.7449 0.5360 2.4378 -0.832 0.222 -0.114 0.16
C 5.6801 0.9452 3.4594 0.268 0.317 0.657 -0.98
C 5.2352 -0.3643 1.4175 0.073 -0.384 -0.424 -1.09
H -1.2186 6.7375 2.0719 0.018 0.006 -0.002 0.36
H -0.3310 5.8668 0.7980 0.027 0.110 0.007 0.30
H 0.3297 7.3640 1.5007 0.036 -0.061 -0.014 0.39
H 0.0634 7.1862 4.0830 -0.043 -0.118 0.044 0.36
H 1.7599 6.9835 3.6908 -0.038 -0.083 0.029 0.34
H 0.9540 5.8330 4.7765 -0.049 -0.070 0.006 0.43
H 0.5891 3.5295 4.4900 0.238 0.075 -0.096 0.42
H 2.2170 4.1135 4.0545 -0.145 -0.030 -0.002 0.58
H 3.0177 1.3348 4.4738 0.154 0.119 -0.101 0.28
H 3.6734 2.7299 3.5691 -0.172 -0.096 0.068 0.48
H 5.7494 2.0330 3.5177 0.077 -0.039 -0.012 0.36
H 6.6680 0.5630 3.2117 -0.090 0.015 0.022 0.40
H 5.3991 0.5605 4.4421 0.061 -0.031 -0.029 0.34
H 4.4805 -0.4688 0.6390 0.149 -0.003 0.080 0.25
H 5.4521 -1.3418 1.8544 -0.022 0.024 0.006 0.39
H 6.1606 0.0255 0.9940 -0.061 0.052 -0.019 0.42
O -1.1867 -0.2440 -0.5523 -0.148 0.341 0.417 -0.16
P -1.8045 -1.4028 -1.2316 0.232 -0.400 -1.075 0.32
C -0.6606 -2.8575 -1.3639 0.017 0.426 0.159 -1.36
P 1.1331 -2.4045 -1.3534 0.100 -0.007 -1.694 0.81
O 1.4650 -1.4144 -0.3253 0.218 0.217 0.844 -0.33
C 1.9801 -4.0299 -1.0441 -0.866 2.011 1.105 0.55
C 2.4282 -4.2164 0.2555 0.622 -0.734 0.563 -0.52
C 2.9030 -5.4733 0.6049 -0.356 2.234 1.401 -0.52
C 3.0006 -6.4747 -0.3458 0.350 -1.502 -1.027 -0.38
C 2.5853 -6.2610 -1.6501 -0.499 0.568 -1.042 -0.79
C 2.0967 -5.0129 -2.0149 0.611 -2.272 -0.927 -0.20
C 1.7255 -1.9941 -3.0371 -0.801 -0.588 1.170 0.42
C 0.8664 -1.9563 -4.1231 0.028 0.281 -0.249 -0.04
C 1.3739 -1.5954 -5.3626 -0.298 -0.168 0.079 -0.73
C 2.7336 -1.3657 -5.5165 0.171 0.035 -0.226 -0.59
C 3.5877 -1.3899 -4.4241 -0.033 -0.212 0.074 -0.72
C 3.0824 -1.7241 -3.1784 0.240 0.108 0.023 -0.42
C -3.2264 -2.0843 -0.2823 1.159 0.727 -0.795 0.66
C -3.8522 -3.2799 -0.6158 -1.339 -1.505 0.226 -0.19
C -4.8131 -3.8047 0.2343 0.849 -0.384 -1.499 -0.77
C -5.1731 -3.1055 1.3779 -0.816 -0.559 0.369 -0.51
C -4.5455 -1.9145 1.7076 1.189 1.622 -0.073 -0.57
C -3.5941 -1.3762 0.8555 -1.004 0.274 1.341 -0.41
C -2.4948 -0.9311 -2.8619 0.241 -0.358 1.127 0.78
C -3.1246 -1.8320 -3.7190 -0.213 -0.280 -0.505 -0.10
C -3.6347 -1.3907 -4.9298 -0.013 -0.211 0.284 -0.84
C -3.5542 -0.0425 -5.2564 -0.212 -0.043 -0.165 -0.54
C -2.8884 0.8482 -4.4245 0.158 0.184 0.393 -0.81
C -2.3896 0.4163 -3.2069 0.057 0.281 -0.130 -0.46
H -0.9158 -3.5208 -2.1867 -0.082 -0.058 -0.170 0.70
H -0.7964 -3.4128 -0.4281 0.023 -0.031 -0.040 0.71
H 2.3540 -3.4200 0.9828 -0.009 0.041 -0.017 0.41
H 3.1848 -5.6533 1.6323 0.020 -0.166 0.064 0.47
H 3.4456 -7.4259 -0.0799 0.014 -0.031 0.025 0.47
H 2.6725 -7.0319 -2.4001 0.044 -0.136 0.032 0.48
H 1.8252 -4.8292 -3.0447 -0.038 0.109 -0.078 0.51
H -0.1890 -2.1556 -4.0118 -0.131 -0.013 -0.029 0.23
H 0.6977 -1.4936 -6.1990 0.068 -0.116 -0.138 0.49
H 3.1348 -1.2012 -6.5076 -0.014 0.231 0.015 0.44
H 4.6394 -1.1767 -4.5439 0.060 -0.040 -0.038 0.47
H 3.7321 -1.7815 -2.3184 0.149 0.116 0.108 0.38
H -3.5946 -3.8313 -1.5077 0.039 0.012 -0.073 0.30
H -5.2895 -4.7430 -0.0092 -0.046 -0.049 0.031 0.48
H -5.9818 -3.4822 1.9907 -0.023 0.000 0.088 0.46
H -4.7988 -1.3925 2.6182 -0.070 -0.032 0.089 0.50
H -3.0996 -0.4438 1.0843 0.047 0.096 0.042 0.44
H -3.2231 -2.8775 -3.4650 0.023 -0.101 0.001 0.24
H -4.1193 -2.0860 -5.5998 -0.054 -0.016 0.000 0.50
H -4.0569 0.3236 -6.1420 0.180 -0.028 -0.133 0.47
H -2.7723 1.8823 -4.7182 -0.066 0.027 0.020 0.49
H -1.8955 1.1002 -2.5311 0.013 0.043 -0.034 0.43
C -3.4805 2.9096 0.3323 0.194 0.023 -0.395 -0.79
N -3.5658 2.8427 1.7769 0.220 -0.197 -0.128 0.21
C -4.7307 3.4679 2.3568 -0.600 0.364 0.309 -0.88
C -2.6290 2.2924 2.5111 -0.105 0.029 0.346 -0.01
O -1.5991 1.7352 2.0716 -0.418 -0.155 0.168 -0.56
H -4.4615 2.7075 -0.1006 0.058 -0.022 0.071 0.38
H -2.7593 2.1771 -0.0287 -0.049 0.042 -0.009 -0.01
H -3.1728 3.9123 0.0220 -0.011 -0.094 0.008 0.38
H -5.6414 2.9747 2.0110 0.096 -0.025 0.014 0.33
H -4.7820 4.5132 2.0500 0.033 -0.010 0.035 0.35
H -4.6971 3.4219 3.4417 0.042 -0.013 0.037 0.32
H -2.8076 2.3239 3.5913 -0.034 0.033 -0.049 0.50

[2]
90
Properties=species:S:1:pos:R:3:forces:R:3:mulliken_charge:R:1 method="wB97M-V/def2-TZVPD" smiles=c1cc[nH]c1.c1cc[nH]c1.c1cc[nH]c1.c1cc[nH]c1.c1cc[nH]c1.c1cc[nH]c1.c1cc[nH]c1.c1cc[nH]c1.c1cc[nH]c1 mol_weight_g_mol=603.82 spin_multiplicity=1 e_lumo_ev=0.173 de_lowest_kj_mol=1753.6 homo_energy_ev=-7.29
C 0.1477 -0.4653 -0.2808 -3.824 2.755 1.422 -0.19
C -0.5686 -0.5898 -1.5573 -0.115 2.313 3.055 -0.61
C -1.6771 0.3733 -1.5057 5.434 -4.607 2.465 -1.88
N -1.7301 0.9019 -0.2907 2.858 0.200 2.497 0.90
C -0.6176 0.5058 0.5430 -0.371 -0.237 -1.918 -0.18
H 0.9780 -0.9817 0.1743 0.034 -0.295 -0.467 0.86
H -0.1804 -1.3274 -2.2215 -0.488 0.003 -1.071 0.59
H -2.1803 0.7720 -2.2373 -3.074 1.602 -3.883 0.66
H -2.3113 1.6954 -0.0707 -0.299 0.112 0.226 0.14
H -0.4940 1.0812 1.5609 -0.228 -1.716 -2.296 -0.31
C 1.5295 2.8781 2.8333 6.144 3.502 -2.194 -0.51
C 1.5829 3.9887 3.7224 5.364 2.346 -2.447 -0.87
C 2.7933 4.8512 3.1716 -2.636 -3.611 -1.402 -0.30
N 3.2632 4.2180 1.9739 -1.907 -2.650 1.981 -0.07
C 2.6041 2.8571 1.7719 -3.484 9.187 9.169 -0.94
H 0.8777 2.1552 2.8939 -3.287 -3.863 0.457 1.01
H 1.2078 4.2175 4.7312 -0.313 -0.381 -0.988 0.38
H 3.2106 5.8366 3.3996 -0.344 -0.558 0.225 0.37
H 4.1066 4.5274 1.4732 -0.813 -0.280 0.436 0.23
H 2.8466 2.2651 1.0650 1.586 -3.970 -4.881 0.82
C -2.0854 -0.9472 5.4214 -2.177 -4.028 -2.494 -0.90
C -2.1885 -0.7253 3.9883 -2.287 -5.701 -0.873 -0.01
C -2.8371 -2.0502 3.3995 1.624 3.113 1.745 -0.30
N -3.0697 -2.8412 4.4687 1.009 1.500 1.047 -0.01
C -2.6580 -2.3529 5.7553 -0.153 0.901 -2.375 -0.48
H -1.7088 -0.1806 6.0243 0.444 0.462 1.335 0.46
H -1.9235 -0.0236 3.1935 0.167 0.345 1.149 0.43
H -3.0900 -2.4579 2.3654 0.448 1.060 1.545 0.30
H -3.5358 -3.7043 4.2888 -0.094 -0.594 0.493 0.23
H -2.9075 -3.1834 6.5913 1.020 2.954 -1.619 0.28
C 3.3155 0.2936 -1.0462 5.479 -3.189 -0.197 -0.54
C 4.3885 1.0224 -1.7303 2.550 -3.495 2.468 -0.73
C 5.6762 0.1258 -1.5739 -3.695 2.995 -0.648 -0.50
N 5.2559 -1.0469 -0.9672 4.288 -1.393 -0.873 -0.29
C 3.9895 -1.0602 -0.5802 0.375 12.243 -6.191 -1.16
H 2.2859 0.5049 -0.9703 -0.822 0.293 0.199 0.93
H 4.4623 2.0822 -2.0705 -0.360 -1.268 0.182 0.39
H 6.7137 0.5111 -1.7485 -1.180 -1.182 0.092 0.38
H 5.9088 -2.0011 -0.9905 -2.306 3.574 0.503 0.35
H 3.7041 -1.7980 -0.1404 -4.062 -8.425 4.983 1.06
C -1.2744 6.3351 -0.1024 2.694 -1.782 1.168 -0.36
C -0.9933 5.1421 -0.8609 2.418 -1.807 4.573 -0.96
C -0.1232 4.2309 0.0480 -1.801 6.726 -0.652 -0.56
N 0.1848 5.0567 1.1463 -0.224 1.374 -0.672 0.09
C -0.4840 6.3037 1.1043 -0.819 -1.980 -1.991 -0.49
H -1.8877 7.1160 -0.4844 -0.365 0.476 0.166 0.41
H -1.5042 4.8446 -1.7275 -0.339 -0.439 -1.024 0.51
H 0.3802 3.3338 0.1340 0.565 -1.971 -0.973 0.57
H 1.0535 4.9528 1.7628 -2.081 -0.204 -0.973 0.33
H -0.5239 6.9173 1.9961 0.277 0.113 -0.359 0.37
C 3.3566 -3.0578 -5.4982 0.951 1.994 3.506 -0.56
C 2.1488 -2.1507 -5.2561 8.016 -0.497 5.223 -0.78
C 2.5636 -1.4342 -3.9954 -0.310 -1.240 -1.537 -0.19
N 3.7546 -1.8562 -3.5337 2.605 -2.302 -1.863 0.06
C 4.3623 -2.8367 -4.3629 -4.613 1.603 -2.530 -0.47
H 3.5659 -3.8260 -6.2627 -0.518 0.774 0.390 0.40
H 1.2772 -2.0977 -5.7418 -2.970 0.256 -1.717 0.50
H 2.3695 -0.6952 -3.2292 -2.153 0.598 -0.863 0.49
H 4.2420 -1.4832 -2.6891 -1.010 -0.257 -1.405 0.19
H 5.4112 -3.0205 -4.2498 0.097 -0.560 -0.062 0.41
C -4.6455 2.2634 1.0574 5.125 6.260 1.834 -0.88
C -4.0863 2.3108 2.4220 2.155 0.258 -0.588 -0.29
C -2.8768 3.2396 2.4701 -2.783 -2.471 -2.728 -0.50
N -2.8391 3.6899 1.1291 2.550 2.957 1.577 -0.06
C -3.8999 3.4364 0.3250 0.088 -3.919 3.172 -0.63
H -5.3977 1.7216 0.6632 -2.531 -1.514 -0.916 0.65
H -4.3509 1.6135 3.2909 0.315 1.194 -1.565 0.38
H -2.0216 3.4267 3.1929 -1.531 -0.350 -1.135 0.32
H -1.9873 4.3475 0.7341 -3.022 -1.998 1.366 0.53
H -3.8436 4.1032 -0.5206 -0.890 -0.768 -0.740 0.41
C 0.5435 -5.2487 -1.4104 0.851 -0.503 -0.745 -0.69
C 0.9490 -6.3627 -2.4365 1.913 5.210 -0.039 -0.80
C 1.9186 -5.7744 -3.3799 -3.089 -0.305 2.063 -0.22
N 1.9988 -4.4529 -2.9205 2.230 2.714 -1.406 -0.15
C 1.3257 -4.1198 -1.7452 -0.705 -4.857 -2.877 -0.22
H -0.2200 -5.1699 -0.5515 1.422 -0.876 -1.559 0.36
H 0.7077 -7.3645 -2.5376 -0.916 -1.603 0.339 0.46
H 2.2939 -6.2880 -4.3861 -0.628 1.828 2.591 0.27
H 2.4464 -3.5477 -3.3852 -1.004 -3.508 0.817 0.71
H 1.5820 -3.1616 -1.4429 -0.408 1.557 1.135 0.30
C -5.1173 -3.2930 0.2291 2.835 1.995 -0.515 -0.60
C -4.3448 -4.3044 -0.5357 2.013 3.317 0.257 -0.61
C -3.1244 -3.5955 -1.0983 -4.436 1.076 2.374 -0.43
N -3.2992 -2.2327 -0.6494 0.001 1.253 -0.197 0.07
C -4.4306 -1.9618 0.1141 -0.721 -4.844 -0.424 -0.43
H -5.8637 -3.4003 1.0257 0.008 -0.423 -0.876 0.37
H -4.5550 -5.3898 -0.5649 0.234 0.983 -0.152 0.34
H -2.3785 -3.8690 -1.8566 -0.396 0.201 0.713 0.52
H -2.7426 -1.3400 -0.8487 -0.334 -2.447 -0.223 0.44
H -4.7055 -0.9781 0.5905 0.731 -1.309 -0.812 0.41

[3]
91
Properties=species:S:1:pos:R:3:forces:R:3:mulliken_charge:R:1 method="wB97M-V/def2-TZVPD" mol_weight_g_mol=806.37 spin_multiplicity=1 e_lumo_ev="-0.701 / -0.702" homo_energy_ev="-8.04 / -8.04"
Pd 0.5918 -0.2496 0.4383 0.837 1.184 0.974 1.79
C -2.3230 2.4470 -0.8710 -0.021 -0.084 0.025 -0.98
O -1.0663 1.8692 -0.5826 0.224 0.116 -0.112 0.43
Si 0.3601 2.2995 -1.3500 -0.262 -0.004 0.008 0.41
C -0.0401 2.7449 -3.1293 -0.021 -0.051 0.006 -1.55
C 0.8842 3.9465 -0.6122 0.108 -0.001 0.076 -1.39
C 1.5372 0.8725 -1.0937 -0.025 -0.295 -0.265 -0.19
Si 1.9505 -0.0209 -2.6994 -0.131 -0.187 -0.144 0.83
C 3.1865 -1.4161 -2.4979 0.020 -0.034 0.067 -1.08
C 2.7610 1.0331 -4.0365 0.037 0.231 0.033 -1.30
C 0.3516 -0.7103 -3.4419 0.043 -0.009 -0.057 -1.52
Si 2.9853 1.1754 0.0672 0.020 -0.508 -0.122 0.83
C 2.2049 1.7876 1.6974 0.006 -0.094 -0.184 -1.28
C 3.8716 -0.4042 0.5945 0.038 0.001 -0.135 -1.17
C 4.2757 2.3219 -0.6504 -0.063 0.315 0.146 -1.12
H -2.4003 3.4656 -0.4763 0.019 0.007 0.013 0.30
H -3.0930 1.8265 -0.4131 -0.009 -0.008 0.030 0.16
H -2.5221 2.4719 -1.9458 0.030 -0.006 0.011 0.38
H -0.8211 3.5110 -3.1290 0.016 -0.020 -0.008 0.45
H -0.3870 1.9050 -3.7342 0.031 0.054 0.004 0.37
H 0.8356 3.1846 -3.6115 -0.062 -0.005 0.020 0.36
H 0.0885 4.6697 -0.8169 0.024 -0.006 0.001 0.41
H 1.7997 4.3341 -1.0692 -0.058 -0.018 0.032 0.38
H 1.0242 3.9116 0.4694 -0.013 0.028 -0.070 0.30
H 4.2019 -1.0464 -2.3259 -0.073 0.020 0.005 0.23
H 3.2143 -1.9926 -3.4287 -0.052 0.038 0.013 0.42
H 2.9120 -2.0931 -1.6914 0.086 -0.036 0.015 0.11
H 3.6762 1.5204 -3.6862 -0.051 -0.013 -0.028 0.25
H 2.1062 1.7985 -4.4531 0.069 -0.048 -0.010 0.39
H 3.0451 0.3618 -4.8545 -0.024 0.018 0.066 0.35
H -0.5140 -0.3678 -2.8723 -0.043 -0.061 -0.035 0.26
H 0.3665 -1.8040 -3.4294 -0.064 0.024 0.058 0.48
H 0.2106 -0.4062 -4.4833 0.076 0.027 0.038 0.59
H 2.6550 1.3019 2.5623 -0.006 -0.044 0.004 0.46
H 1.1120 1.6047 1.7323 -0.080 0.036 0.102 0.19
H 2.3160 2.8680 1.8149 -0.122 -0.029 -0.016 0.55
H 3.1468 -1.2058 0.7643 0.067 -0.067 0.020 0.13
H 4.4177 -0.2305 1.5267 -0.046 0.042 -0.003 0.49
H 4.5908 -0.7626 -0.1446 -0.079 0.011 0.020 0.35
H 3.8716 3.3221 -0.8288 0.083 -0.051 -0.035 0.28
H 4.6362 1.9257 -1.6025 -0.019 -0.016 0.046 0.25
H 5.1336 2.4150 0.0228 -0.053 -0.007 -0.027 0.41
C 2.4383 -0.8085 6.5465 0.007 -0.048 -0.003 -0.55
C 1.9115 0.3113 5.9162 -0.003 0.016 -0.013 -0.75
C 1.1518 0.1669 4.7652 0.005 -0.020 0.011 -0.47
C 0.9120 -1.1003 4.2413 -0.011 -0.119 -0.058 0.35
C 1.4314 -2.2217 4.8790 0.000 0.071 -0.014 -0.24
C 2.1960 -2.0737 6.0298 -0.010 0.064 -0.001 -0.68
As -0.1560 -1.2224 2.6215 -0.258 -0.074 -0.146 0.84
C -1.7918 -0.3753 3.2077 -0.057 0.081 -0.119 -0.14
C -2.3116 -0.5642 4.4860 0.093 -0.045 -0.020 -0.27
C -3.4807 0.0785 4.8580 -0.026 0.023 -0.014 -0.77
C -4.1300 0.9135 3.9553 -0.010 0.018 -0.008 -0.56
C -3.6125 1.1072 2.6834 0.010 -0.038 0.036 -0.77
C -2.4400 0.4641 2.3038 -0.011 -0.087 0.098 0.34
C -0.5957 -3.0984 2.4625 0.006 -0.072 -0.043 0.49
C 0.4313 -3.9991 2.1806 -0.060 0.077 0.044 -0.34
C 0.1421 -5.3325 1.9351 -0.031 -0.005 0.003 -0.98
C -1.1761 -5.7702 1.9443 -0.001 0.067 0.016 -0.58
C -2.2033 -4.8722 2.2027 0.069 -0.069 -0.016 -0.74
C -1.9150 -3.5389 2.4633 -0.036 0.048 0.030 -0.52
H 3.0339 -0.6940 7.4436 -0.014 -0.004 -0.018 0.38
H 2.0916 1.2986 6.3228 -0.005 -0.012 -0.010 0.41
H 0.7325 1.0413 4.2814 0.005 0.028 0.011 0.51
H 1.2312 -3.2091 4.4856 0.020 -0.022 0.038 0.37
H 2.5977 -2.9490 6.5246 -0.007 0.010 -0.009 0.42
H -1.7939 -1.2083 5.1875 -0.022 -0.002 0.031 0.48
H -3.8879 -0.0656 5.8505 0.013 -0.014 0.004 0.42
H -5.0434 1.4156 4.2496 0.012 -0.004 -0.004 0.39
H -4.1199 1.7571 1.9820 0.002 -0.001 0.000 0.41
H -2.0408 0.5984 1.3051 0.015 0.020 -0.029 -0.31
H 1.4541 -3.6476 2.1132 0.015 -0.052 -0.017 0.50
H 0.9456 -6.0218 1.7085 -0.007 0.011 0.001 0.40
H -1.4034 -6.8079 1.7346 -0.001 0.013 0.003 0.42
H -3.2315 -5.2105 2.1937 -0.006 0.025 0.005 0.42
H -2.7227 -2.8426 2.6550 0.008 0.011 -0.001 0.35
O -2.3924 -0.8370 -0.6818 -0.058 0.091 0.045 -0.65
C -1.6112 -1.7459 -0.8400 0.275 -0.214 0.024 -0.74
N -0.2588 -1.7463 -0.5107 -0.399 -0.577 -0.669 0.92
C 0.3064 -2.9846 -0.7812 -0.127 0.314 0.176 -0.52
O 1.4490 -3.3129 -0.5514 0.113 -0.016 0.000 -0.85
C -0.7709 -3.8510 -1.3554 0.048 -0.039 0.037 0.99
C -0.7458 -5.1690 -1.7523 0.027 -0.106 -0.056 -0.81
C -1.9426 -5.7256 -2.2047 0.091 0.024 0.034 -0.61
C -3.1118 -4.9735 -2.2401 -0.029 0.102 0.023 -0.60
C -3.1216 -3.6404 -1.8265 -0.102 -0.064 -0.057 -0.54
C -1.9305 -3.1058 -1.3912 -0.009 0.116 0.061 0.24
H 0.1703 -5.7449 -1.7096 -0.019 0.010 -0.002 0.52
H -1.9658 -6.7580 -2.5304 0.006 0.014 0.006 0.45
H -4.0272 -5.4323 -2.5927 0.013 0.012 0.006 0.44
H -4.0258 -3.0454 -1.8416 0.009 -0.012 0.000 0.53